(1)
ORCA calculation (the ωB97M-V functional and the def2-TZVPD basis) on C23H43Cl2N4O7SiZn as an isolated structure in a non-equilibrium geometry.

Properties
* charge: -1
* E_tot: -126181.766 eV
* LUMO energy: 2.0 eV

Last column: Löwdin charge in e.
Element x y z (Å)
Zn  0.432  -2.944  1.918  0.409
Cl  -0.178  -0.796  2.282  0.012
Cl  1.536  -3.093  4.861  0.531
Si  -0.105  1.936  -1.986  0.395
O  -0.459  -3.107  0.122  -0.091
O  2.354  -2.826  1.198  -0.085
O  0.659  -3.828  3.680  -0.890
O  1.827  -6.039  4.590  -0.141
O  -0.127  3.536  -1.522  -0.180
O  -0.181  -5.847  5.443  -0.128
O  0.699  -5.341  1.390  -0.052
N  0.949  -7.533  2.018  -0.180
N  3.623  -1.313  2.372  -0.174
N  0.608  -6.018  4.523  -0.518
N  -2.047  -2.437  -1.359  -0.171
C  4.143  -0.986  3.690  -0.063
C  -0.540  4.836  1.343  -0.030
C  -1.735  1.546  -2.823  -0.152
C  0.545  -8.628  2.899  -0.059
C  3.143  -2.533  2.138  -0.309
C  -3.177  5.499  -2.093  -0.032
C  -1.164  5.403  -3.449  -0.041
C  0.188  0.916  -0.460  -0.198
C  -1.842  5.103  -2.265  -0.190
C  -0.590  5.364  -0.058  -0.237
C  3.440  -0.218  1.430  -0.048
C  1.622  -7.937  0.805  -0.070
C  -3.411  -1.993  -1.601  -0.038
C  -3.146  6.546  -4.273  -0.101
C  1.307  1.769  -3.198  -0.155
C  -1.171  -2.625  -2.510  -0.018
C  0.384  7.596  0.508  -0.102
C  -1.609  -2.651  -0.119  -0.267
C  0.522  -6.267  2.180  -0.351
C  -3.818  6.241  -3.083  -0.088
C  -1.828  6.114  -4.458  -0.083
C  -1.171  4.403  -1.086  -0.302
C  -0.131  6.560  -0.433  -0.101
H  0.929  -8.408  0.097  0.079
H  0.258  -0.159  -0.679  0.022
H  -2.566  1.544  -2.104  0.034
H  4.113  -1.887  4.307  0.065
H  -0.126  6.839  -1.490  0.108
H  3.311  -0.620  0.420  0.092
H  -0.173  -9.293  2.397  0.077
H  -0.012  -6.121  3.172  0.067
H  0.979  8.319  -0.060  0.068
H  -1.300  6.341  -5.385  0.099
H  2.378  -8.681  1.057  0.072
H  1.427  -9.229  3.157  0.081
H  1.018  7.176  1.300  0.068
H  -3.917  -2.679  -2.293  0.091
H  -1.698  0.561  -3.311  0.014
H  1.281  2.573  -3.947  0.027
H  -1.722  -3.155  -3.293  0.090
H  -3.941  -1.981  -0.643  0.092
H  -0.858  -1.653  -2.919  0.078
H  3.465  -3.303  2.853  0.134
H  -2.311  -2.394  0.692  0.138
H  0.201  5.385  1.935  0.068
H  4.330  0.421  1.476  0.086
H  0.097  -8.220  3.815  0.081
H  3.535  -0.198  4.154  0.099
H  5.174  -0.627  3.608  0.082
H  -0.292  -3.199  -2.208  0.098
H  1.125  1.211  0.034  0.024
H  -0.612  1.036  0.281  -0.003
H  -0.122  5.089  -3.568  0.120
H  -4.842  6.585  -2.921  0.100
H  -3.651  7.123  -5.052  0.097
H  -0.429  8.155  0.997  0.084
H  2.094  -7.058  0.366  0.080
H  -1.959  2.296  -3.597  0.034
H  -3.427  -0.986  -2.040  0.078
H  -0.270  3.770  1.354  0.088
H  1.255  0.807  -3.727  0.030
H  -1.941  3.821  -0.557  0.145
H  2.274  1.822  -2.679  0.034
H  -1.519  4.948  1.838  0.094
H  -3.668  5.237  -1.150  0.120
H  2.559  0.380  1.703  0.062

(2)
ORCA calculation (the ωB97M-V functional and the def2-TZVPD basis) on C23H43Cl3MgN3O8Si as an isolated structure in a non-equilibrium geometry.

Properties
* charge: -1
* E_tot: -96292.119 eV
* LUMO energy: 2.2 eV

Last column: Löwdin charge in e.
Element x y z (Å)
Cl  1.582  -1.603  1.053  -0.075
Cl  1.821  1.500  2.750  -0.043
Cl  0.439  -1.166  8.633  0.892
Si  -0.413  0.243  -2.178  0.401
Mg  -0.162  0.129  2.644  0.377
O  -1.379  -1.458  2.343  -0.096
O  0.760  0.355  8.399  -0.531
O  -1.226  1.634  1.828  -0.075
O  -0.696  -1.508  7.726  -0.494
O  -0.958  0.228  4.436  -0.047
O  0.911  -0.526  -2.842  -0.161
O  1.648  -1.901  8.246  -0.484
O  0.534  0.954  5.931  0.106
N  -1.082  3.619  0.683  -0.160
N  -1.062  -3.738  2.128  -0.171
N  -1.684  0.863  6.518  -0.146
C  -2.491  3.726  0.285  -0.021
C  -0.421  -0.258  -0.415  -0.262
C  2.221  1.718  -5.414  -0.029
C  -1.443  -2.634  2.789  -0.243
C  -0.323  2.086  -2.464  -0.137
C  0.043  0.890  -6.963  -0.077
C  1.987  2.309  -6.659  -0.085
C  -1.554  1.875  7.539  -0.049
C  0.301  0.261  -5.728  -0.054
C  1.911  -0.179  -3.794  -0.285
C  2.564  -1.956  -5.424  -0.110
C  -0.787  -3.719  0.699  -0.087
C  -0.590  2.610  1.374  -0.357
C  -0.689  0.647  5.595  -0.530
C  2.602  -1.485  -4.167  -0.225
C  3.249  -2.201  -3.027  -0.028
C  -0.564  -4.879  2.883  -0.043
C  3.180  -3.237  -5.883  -0.110
C  -3.003  0.296  6.336  -0.051
C  -0.141  4.613  0.174  -0.035
C  1.426  0.640  -4.986  -0.205
C  0.909  1.882  -7.445  -0.100
C  -1.967  -0.411  -2.999  -0.159
H  -0.692  1.661  8.179  0.058
H  2.668  3.071  -7.026  0.096
H  4.295  -1.887  -2.893  0.095
H  0.232  4.341  -0.823  0.073
H  0.519  -4.794  3.057  0.104
H  0.178  -3.192  0.533  -0.038
H  2.716  -2.011  -2.087  0.073
H  0.709  4.631  0.862  0.098
H  -1.587  -3.209  0.145  0.095
H  0.515  2.666  1.547  0.004
H  0.542  2.523  -1.954  0.033
H  3.258  -3.274  -3.238  0.071
H  4.280  -3.184  -5.976  0.082
H  -2.728  3.126  -0.610  0.079
H  -1.871  -2.838  3.795  0.156
H  0.738  2.301  -8.431  0.092
H  2.928  -4.087  -5.229  0.071
H  2.777  -3.451  -6.886  0.066
H  -0.325  -0.574  -5.374  0.119
H  0.689  0.723  6.924  0.052
H  2.663  0.415  -3.266  0.148
H  -0.814  0.549  -7.548  0.100
H  -0.627  5.590  0.150  0.086
H  2.108  -1.362  -6.220  0.097
H  -1.960  -0.124  -4.055  0.006
H  -2.856  0.022  -2.521  0.031
H  -0.206  -1.329  -0.317  -0.048
H  -2.456  1.844  8.150  0.087
H  0.407  0.245  0.103  -0.027
H  3.055  2.013  -4.768  0.118
H  -0.228  2.298  -3.537  0.030
H  -3.729  1.102  6.192  0.085
H  -2.674  4.787  0.061  0.085
H  -1.370  -0.022  0.074  0.042
H  -0.663  -4.752  0.359  0.082
H  -0.747  -5.797  2.307  0.085
H  -1.067  -4.908  3.850  0.087
H  -3.133  3.395  1.108  0.094
H  -3.294  -0.257  7.237  0.087
H  -2.998  -0.376  5.475  0.087
H  -1.255  2.543  -2.103  0.017
H  -2.005  -1.505  -2.927  0.036
H  -1.448  2.866  7.079  0.097

(3)
ORCA calculation (the ωB97M-V functional and the def2-TZVPD basis) on a 3-piece molecular cluster, C23H43ClN2O7S overall in a non-equilibrium geometry.

Properties
* <S²>: 2.008
* multiplicity: 3
* E_tot: -65215.496 eV
* LUMO energy (spin up / spin down): 0.6 / 0.2 eV

Last column: Löwdin charge in e.
Element x y z (Å)
Cl  11.045  4.086  -1.674  0.704
S  6.197  2.343  -0.969  0.628
O  10.950  5.031  -4.072  0.094
O  8.105  3.290  -3.457  0.157
O  6.835  4.655  -2.194  -0.017
O  -3.611  -0.861  1.444  -0.044
O  2.088  0.025  0.140  -0.042
O  6.665  1.172  -1.655  -0.304
O  7.000  2.938  0.066  -0.301
N  1.671  -1.157  0.440  -0.092
N  -4.727  -0.237  1.274  -0.090
C  -4.361  -0.899  -1.040  -0.049
C  7.963  4.319  -2.863  -0.486
C  0.191  -1.213  0.685  -0.469
C  -5.532  -0.142  2.532  -0.495
C  -4.581  0.107  3.694  -0.039
C  -0.242  0.089  1.346  -0.040
C  -0.177  -2.368  1.645  -0.018
C  0.028  -2.445  -1.568  -0.168
C  -6.253  -1.893  0.245  -0.132
C  -6.517  1.034  2.495  -0.032
C  4.573  2.005  -0.363  -0.150
C  1.535  -2.272  -1.747  -0.132
C  -6.323  0.525  -0.514  -0.024
C  2.287  -2.222  -0.417  -0.490
C  -0.541  -1.365  -0.650  -0.131
C  3.750  -1.871  -0.651  -0.039
C  5.815  3.679  -2.142  -0.213
C  8.970  5.448  -2.791  -0.069
C  2.260  -3.595  0.269  -0.032
C  10.354  4.922  -3.065  -0.811
C  -6.280  -1.462  2.726  -0.132
C  -5.429  -0.623  0.006  -0.476
C  -7.114  -1.855  1.507  -0.170
H  -5.570  -2.745  0.314  0.124
H  3.880  2.114  -1.201  0.077
H  -6.261  0.585  -1.600  0.081
H  4.939  4.187  -1.730  0.119
H  -7.374  0.390  -0.261  0.074
H  1.725  -1.343  -2.294  0.125
H  4.283  -1.765  0.296  0.095
H  4.220  -2.673  -1.220  0.091
H  1.949  -3.083  -2.350  0.124
H  8.929  5.910  -1.802  0.130
H  -5.999  1.488  -0.123  0.083
H  -3.707  -0.034  -1.165  0.097
H  -5.164  0.236  4.606  0.088
H  -0.093  0.946  0.694  0.078
H  -0.970  -2.049  2.320  0.078
H  -1.305  0.014  1.581  0.066
H  0.674  -2.658  2.260  0.082
H  8.712  6.183  -3.561  0.145
H  -4.833  -1.117  -1.998  0.091
H  4.561  0.984  0.012  0.054
H  -7.320  0.916  1.775  0.058
H  3.866  -0.948  -1.215  0.069
H  5.569  3.247  -3.117  0.129
H  -6.982  1.132  3.476  0.090
H  -7.549  -2.843  1.670  0.113
H  -6.912  -1.375  3.613  0.125
H  -0.198  -3.442  -1.178  0.104
H  -1.590  -1.570  -0.430  0.096
H  4.326  2.742  0.403  0.081
H  -6.878  -2.061  -0.636  0.126
H  2.727  -3.542  1.253  0.092
H  0.310  0.261  2.271  0.095
H  1.265  -4.010  0.388  0.058
H  -0.540  -3.252  1.123  0.075
H  -0.512  -0.408  -1.180  0.127
H  -3.893  -0.722  3.843  0.078
H  2.830  -4.300  -0.336  0.090
H  -7.957  -1.171  1.380  0.103
H  -3.994  1.012  3.529  0.093
H  -5.995  1.967  2.276  0.092
H  -0.464  -2.383  -2.540  0.113
H  -5.552  -2.253  2.931  0.126
H  -3.748  -1.753  -0.764  0.065